Below is C18H18ClEuO5 as an isolated structure at a distorted geometry, with properties calculated with wB97M-V/def2-TZVPD.

Calculated total energy   -2242.9437 Eh
Multiplicity   8
Orbital gap (alpha / beta)   2.34 / 2.78 eV
Highest occupied orbital energy (alpha / beta)   0.000 / -0.106 Eh
Charge   -1
M   501.75 g/mol

Positions of all 43 atoms, in Å:
C 0.49000 -3.26707 2.17647
C -0.87089 -2.96698 1.84618
C -1.03448 -3.08588 0.42179
H -1.67835 -2.77852 2.55388
C 0.23024 -3.46500 -0.13748
C 1.17833 -3.56202 0.94302
H 2.23370 -3.86739 0.85352
H 0.91627 -3.33563 3.18843
H -1.98835 -2.99043 -0.12799
H 0.43934 -3.63301 -1.21442
C -1.33458 3.58157 0.16342
C -0.88738 2.63908 1.05545
C 0.64553 2.79522 1.29492
H -1.43735 1.79783 1.48586
C 0.94858 4.01673 0.42041
C -0.19647 4.45458 -0.19429
H -0.27527 5.26961 -0.91317
H -2.36222 3.71197 -0.22250
H 0.72704 3.10309 2.36698
H 1.97460 4.38736 0.31929
Eu 1.01941 -0.42784 1.02045
O 0.30231 -0.80208 -2.20350
C -1.21675 -0.74935 -2.51889
C -0.23879 -1.17483 -3.56461
H -1.84885 -1.51952 -2.07456
H -1.60954 0.28636 -2.67684
H 0.17569 -2.20245 -3.53894
H 0.97512 -2.03813 -5.77626
C 0.72945 -0.98180 -5.84217
C 0.06920 -0.38501 -4.74491
C -0.28485 0.99005 -4.86335
H -0.79673 1.49382 -4.04786
C 0.05088 1.71758 -5.99309
H -0.23215 2.77216 -6.08497
C 0.70160 1.09366 -7.06618
H 0.99327 1.65998 -7.94608
C 1.06512 -0.25698 -6.96965
H 1.58354 -0.75290 -7.79645
O -1.00950 -0.27689 2.39888
Cl -0.18357 -0.48576 3.67742
O 1.24223 -0.87916 3.15973
O -0.67209 -1.70024 4.31528
O 1.41931 1.68831 0.92966

Forces on the atoms, in the same order (eV/Å):
2.5 -1.4 -1.8
-1.8 -0.6 -2.8
-0.2 0.1 1.6
0.5 -0.1 -0.4
-0.2 0.2 0.2
-0.3 0.3 1.9
-0.8 0.2 0.1
-0.4 0.1 -0.8
0.8 0.1 0.5
-0.2 0.2 1.0
0.4 -1.0 1.3
0.0 0.5 -1.2
-0.7 0.4 -1.0
0.0 0.5 -0.2
-1.3 0.3 -0.4
1.5 -0.4 0.4
0.1 -0.1 0.2
0.7 -0.2 0.3
0.3 -0.2 -0.2
-0.6 0.0 -0.1
-0.1 -0.3 -4.0
-2.1 1.3 1.8
2.4 0.0 -0.9
0.5 -0.3 -0.6
0.2 0.4 0.3
0.3 -1.1 0.6
-1.2 0.1 -0.9
0.1 0.0 -0.1
0.6 0.1 -0.7
-0.4 -0.8 0.8
-0.1 1.1 -0.3
0.1 0.0 -0.1
-0.4 -0.3 0.3
0.1 -0.3 0.2
0.3 0.9 -0.6
-0.1 0.0 0.1
-0.1 -1.2 0.4
-0.2 0.1 0.2
0.9 0.2 1.6
0.4 -1.3 -1.0
-1.3 0.8 2.7
-0.2 0.8 0.6
-0.4 1.1 0.9